Record 1
Density functional theory data (wB97M-V/def2-TZVPD) for 7 unconnected molecules or ions with the total composition C20H25N7 in a non-equilibrium geometry.

The value obtained for the relative energy (zero: lowest compared OMol25 entry of this formula, charge and spin) is 21.7 kJ/mol. Its SMILES is c1ccncc1.c1ccncc1.CC#N.CC#N.CC#N.CC#N.CC#N. The total charge is 0.

The geometry in XYZ format:
```
52
Properties=species:S:1:pos:R:3:nbo_charge:R:1
C 5.26 3.41 0.71 -0.1623
C 4.18 4.03 0.05 -0.2532
C 2.99 3.33 0.02 0.0346
N 2.84 2.08 0.46 -0.4430
C 3.87 1.46 1.04 0.0444
C 5.08 2.14 1.27 -0.2527
H 6.19 4.00 0.86 0.2209
H 4.20 4.97 -0.42 0.2188
H 2.10 3.78 -0.41 0.1902
H 3.79 0.46 1.41 0.1932
H 5.85 1.66 1.79 0.2150
C -1.04 0.49 2.33 -0.1746
C -2.36 0.05 2.20 -0.2681
C -2.69 -0.56 0.98 0.0364
N -1.86 -0.83 0.03 -0.4590
C -0.58 -0.44 0.19 0.0085
C -0.12 0.26 1.29 -0.2647
H -0.76 0.96 3.24 0.2238
H -3.10 0.18 2.92 0.2340
H -3.72 -0.99 0.88 0.1966
H 0.14 -0.78 -0.55 0.2098
H 0.92 0.64 1.34 0.2469
C -2.64 -2.88 -2.41 -0.7228
C -3.86 -3.17 -1.70 0.3267
N -4.80 -3.34 -1.10 -0.3878
H -1.73 -3.01 -1.82 0.2751
H -2.73 -1.85 -2.64 0.2641
H -2.71 -3.49 -3.32 0.2435
C 2.10 1.06 -3.12 -0.7366
C 3.45 0.52 -3.02 0.3234
N 4.52 0.12 -2.98 -0.3803
H 1.43 0.79 -2.30 0.2836
H 1.63 0.75 -4.09 0.2580
H 2.13 2.13 -3.27 0.2493
C -5.28 -4.00 2.21 -0.7236
C -5.20 -2.57 2.67 0.3127
N -5.01 -1.56 3.22 -0.3791
H -5.58 -4.65 3.09 0.2554
H -4.24 -4.19 1.90 0.2588
H -5.88 -4.07 1.29 0.2786
C 3.55 -2.96 -2.65 -0.7371
C 2.30 -2.25 -2.54 0.3321
N 1.33 -1.68 -2.44 -0.3937
H 4.35 -2.28 -2.34 0.2849
H 3.67 -3.24 -3.72 0.2616
H 3.50 -3.81 -1.93 0.2560
C -2.92 3.12 1.61 -0.7411
C -1.92 3.61 2.50 0.2931
N -1.14 3.87 3.30 -0.3375
H -3.59 2.34 2.06 0.2702
H -2.35 2.54 0.82 0.2654
H -3.51 3.84 1.10 0.2516
```



Record 2
Density functional theory data (wB97M-V/def2-TZVPD) for a molecular structure, C20H25NO2Sn in a non-equilibrium geometry.

The total energy is -32554.4181 eV. Its spin multiplicity is 2. The total charge is -1. The expectation value of S² is 0.765.

The geometry in XYZ format:
```
49
Properties=species:S:1:pos:R:3:nbo_charge:R:1
Sn -0.03 0.09 0.36 1.4446
C 0.71 -1.88 2.74 -0.3183
C 1.06 -2.41 1.49 -0.2828
C 1.75 -1.41 0.75 -0.4668
H 0.92 -3.45 1.19 0.2216
C 1.87 -0.24 1.62 -0.5277
C 1.18 -0.57 2.84 -0.2867
H 1.12 0.10 3.74 0.2087
H 0.19 -2.44 3.55 0.2067
H 2.30 -1.54 -0.18 0.2233
H 2.55 0.61 1.46 0.2206
C -2.61 0.47 1.34 -0.3016
C -2.04 1.02 2.52 -0.3115
C -1.13 2.04 2.16 -0.3254
H -2.31 0.73 3.54 0.2063
C -1.13 2.17 0.76 -0.3705
C -2.03 1.14 0.21 -0.5563
H -2.36 1.08 -0.83 0.2391
H -3.42 -0.27 1.29 0.2147
H -0.56 2.67 2.85 0.2054
H -0.70 2.98 0.19 0.2077
O 0.64 1.84 -1.15 -0.5804
C 1.52 2.89 -1.52 0.2969
C 1.81 2.25 -2.93 -0.4628
C 2.73 3.19 -0.57 -0.6374
C 0.72 4.20 -1.73 -0.6426
C 0.68 1.31 -2.54 -0.0707
H 2.76 1.76 -2.93 0.2079
H 1.63 2.87 -3.80 0.2051
H -0.28 1.59 -3.03 0.1899
H 0.91 0.20 -2.59 0.2260
H 3.53 3.72 -1.13 0.2112
H 3.13 2.29 -0.08 0.2320
H 2.34 3.87 0.23 0.2142
H 1.27 4.86 -2.43 0.2030
H 0.60 4.76 -0.78 0.2140
H -0.27 3.97 -2.15 0.2202
O -0.67 -1.39 -1.00 -0.8070
N -1.20 -2.64 -0.65 -0.0833
C -0.88 -3.64 -1.51 -0.1053
C -1.31 -4.96 -1.22 -0.2262
C -2.01 -5.20 -0.06 -0.3845
C -2.32 -4.15 0.79 -0.2624
C -1.96 -2.85 0.46 -0.0359
H -0.30 -3.38 -2.39 0.2057
H -1.06 -5.72 -1.93 0.1979
H -2.31 -6.23 0.20 0.1878
H -2.83 -4.32 1.75 0.2030
H -2.21 -2.01 1.10 0.2328
```



Record 3
Density functional theory data (wB97M-V/def2-TZVPD) for a single C20H25NO3 molecule.

The value obtained for the relative energy (zero: lowest compared OMol25 entry of this formula, charge and spin) is 322.9 kJ/mol. Its SMILES is COc1ccc(OCCOCCN2CCc3ccccc3C2)cc1. The total charge is 0.

The geometry in XYZ format:
```
49
Properties=species:S:1:pos:R:3:nbo_charge:R:1
C 0.44 -2.76 -4.30 -0.2510
O -0.14 -1.48 -4.25 -0.5018
C -0.67 -1.05 -3.07 0.2702
C -0.67 -1.77 -1.89 -0.2326
C -1.24 -1.24 -0.74 -0.2999
C -1.82 0.02 -0.75 0.2769
O -2.41 0.63 0.32 -0.5158
C -2.43 -0.05 1.55 -0.1231
C -3.16 0.83 2.57 -0.0735
O -2.30 1.59 3.39 -0.5399
C -1.46 2.51 2.72 -0.0804
C 0.02 2.18 2.97 -0.2325
N 0.50 1.11 2.12 -0.4525
C 1.59 0.35 2.71 -0.2065
C 1.77 -0.95 1.92 -0.4248
C 1.97 -0.66 0.47 -0.0437
C 2.60 -1.58 -0.36 -0.2006
C 2.79 -1.31 -1.70 -0.2252
C 2.34 -0.11 -2.24 -0.2142
C 1.70 0.80 -1.42 -0.2126
C 1.51 0.54 -0.07 0.0633
C 0.88 1.59 0.80 -0.2668
C -1.81 0.75 -1.95 -0.2473
C -1.25 0.22 -3.08 -0.2290
H -0.30 -3.54 -4.08 0.1737
H 1.28 -2.84 -3.60 0.1766
H 0.80 -2.88 -5.32 0.1976
H -0.24 -2.75 -1.83 0.2134
H -1.22 -1.83 0.17 0.2203
H -1.41 -0.24 1.90 0.2161
H -2.97 -1.00 1.44 0.1750
H -3.85 1.49 2.03 0.1764
H -3.73 0.22 3.27 0.1935
H -1.67 3.51 3.14 0.1793
H -1.68 2.54 1.65 0.1889
H 0.10 1.87 4.01 0.2110
H 0.62 3.10 2.83 0.1686
H 1.34 0.12 3.75 0.2043
H 2.54 0.92 2.70 0.1641
H 2.61 -1.51 2.32 0.2149
H 0.87 -1.56 2.05 0.2120
H 2.95 -2.51 0.06 0.2061
H 3.30 -2.02 -2.33 0.2093
H 2.47 0.11 -3.28 0.2162
H 1.35 1.74 -1.83 0.2108
H -0.02 1.97 0.30 0.2169
H 1.59 2.44 0.89 0.1732
H -2.26 1.73 -1.96 0.2224
H -1.24 0.78 -4.01 0.2227
```



Record 4
Density functional theory data (wB97M-V/def2-TZVPD) for a molecular structure, C20H26Cl4F18HfO10P3 in a non-equilibrium geometry.

The total energy is -169825.0142 eV. The total charge is +1.

The geometry in XYZ format:
```
82
Properties=species:S:1:pos:R:3:mulliken_charge:R:1
Hf 1.09 1.75 2.49 2.1623
P 3.30 -0.45 3.16 1.5906
F 2.34 0.23 4.30 -0.3351
F 4.55 -0.06 4.00 -0.3301
F 3.11 -1.86 3.77 -0.3215
F 4.10 -0.96 1.92 -0.3752
F 1.85 -0.52 2.29 -0.5459
F 3.25 1.12 2.42 -0.5061
P -1.20 -0.75 0.42 2.6310
F -0.96 0.17 -0.87 -0.5309
F 0.19 -1.48 0.13 -0.4399
F -0.32 0.49 1.31 0.1975
F -1.31 -1.55 1.79 -0.4565
F -2.50 0.09 0.78 -0.4610
F -2.05 -1.83 -0.38 -0.5821
P -1.00 0.86 4.65 1.3383
F -1.12 1.83 3.24 -0.4954
F -2.30 0.14 4.23 -0.2952
F -0.08 -0.09 3.67 -0.2246
F -0.68 -0.06 5.84 -0.3288
F 0.48 1.73 4.74 -0.5078
F -1.69 1.96 5.48 -0.3195
Cl -4.95 -3.89 0.56 -0.1864
C -4.55 -3.22 2.17 0.1953
C -5.77 -2.76 2.91 -0.5210
Cl -6.57 -1.37 2.09 -0.2005
H -3.83 -2.44 1.97 -0.3500
H -4.02 -3.99 2.73 0.3213
H -5.56 -2.45 3.92 0.3457
H -6.51 -3.55 2.90 0.3500
Cl 0.18 -6.10 -1.81 -0.1993
C 0.14 -4.61 -0.84 0.0661
C -0.20 -4.91 0.60 -0.0996
Cl -1.77 -5.72 0.86 -0.1879
H -0.56 -3.93 -1.33 -0.0679
H 1.12 -4.13 -0.85 0.1901
H -0.15 -4.01 1.22 -0.1802
H 0.49 -5.67 0.96 0.5014
C 3.74 3.77 1.82 -0.9638
O 2.40 3.34 1.44 -0.3465
C 1.75 4.34 0.62 -0.6874
C 0.57 3.71 -0.05 -0.5734
O -0.11 2.85 0.89 -0.3078
C -1.57 2.92 0.71 -1.1686
H 3.68 4.68 2.41 0.3718
H 4.30 4.01 0.92 0.3141
H 4.27 2.97 2.32 0.2547
H 2.46 4.68 -0.14 0.5450
H 1.54 5.21 1.25 0.4093
H 0.93 3.05 -0.84 0.0561
H -0.08 4.50 -0.42 0.7005
H -1.81 2.47 -0.24 0.3959
H -1.88 3.96 0.79 0.5238
H -2.05 2.41 1.53 0.1397
C -3.59 0.67 -4.13 -0.6094
C -3.03 -0.27 -3.35 0.4336
C -1.71 -0.92 -3.73 0.8645
O -1.28 -1.84 -3.07 -0.5551
C -1.05 -0.41 -4.93 -1.1600
C -1.67 0.46 -5.73 0.4608
C -2.99 1.10 -5.38 0.8412
O -3.47 1.91 -6.14 -0.6096
O -1.12 0.90 -6.86 -0.5788
O -3.61 -0.71 -2.26 -0.4876
H -4.51 1.10 -3.74 0.4569
H -0.09 -0.82 -5.22 0.4650
H -1.78 1.44 -7.33 0.3566
H -2.95 -1.17 -1.71 0.2135
C 1.93 -0.11 -1.84 -0.9089
C 2.63 -0.58 -2.88 -0.0063
C 4.11 -0.35 -3.01 0.5805
O 4.70 -0.70 -4.00 -0.5537
C 4.76 0.28 -1.85 -0.7423
C 4.05 0.75 -0.83 0.4717
C 2.56 0.55 -0.74 0.1694
O 1.88 1.01 0.19 0.6143
O 4.59 1.43 0.20 -0.1892
O 2.05 -1.06 -3.96 -0.3909
H 0.85 -0.15 -1.79 0.3273
H 5.80 0.58 -1.98 0.4201
H 5.55 1.34 0.17 0.2673
H 2.75 -1.35 -4.57 0.3446
```